Here is the molecule H5N2OP from the OMol25 dataset. Energies are from ωB97M-V/def2-TZVPD.

The geometry in XYZ format:
```
9
Properties=species:S:1:pos:R:3:nbo_charge:R:1
N 0.1531 1.9140 0.2959 -0.50
O 0.7803 0.6479 0.0506 -0.68
P 0.1272 -0.7063 0.7273 0.95
N -0.6370 -1.7425 -0.8119 -1.09
H 0.7486 2.3798 0.9763 0.34
H -0.7494 1.7490 0.7408 0.33
H 1.3269 -1.3986 0.5641 -0.07
H -1.6053 -1.4662 -0.9115 0.35
H -0.1445 -1.3770 -1.6315 0.36
```

M (g/mol): 80.0
E_LUMO (eV): 0.960
Energy (hartree): -529.02489
Highest occupied orbital energy (hartree): -0.3457
SMILES string: NOPN
ΔE to the lowest compared entry with this formula, charge and spin (kcal per mole): 85.0
Frontier orbital gap (eV): 10.367

=====

Here is a cluster of 2 separate species, H5N3O in total from the OMol25 dataset. Energies are from ωB97M-V/def2-TZVPD.

The geometry in XYZ format:
```
9
Properties=species:S:1:pos:R:3:nbo_charge:R:1
N 0.7252 -0.6883 -0.8378 0.01
N 0.2869 -1.0328 0.1963 -0.20
N -0.6354 0.8620 1.5920 -1.06
O -0.0828 -0.3230 -2.0394 -0.65
H -0.9368 -0.7737 -1.9859 0.47
H 1.6481 -0.3111 -1.0881 0.36
H -0.7165 -0.1323 1.1527 0.38
H 0.1926 0.8839 2.1802 0.35
H -0.4813 1.5153 0.8299 0.35
```

M (g/mol): 63.1
E_LUMO (eV): 0.786
Energy (hartree): -242.37223
Highest occupied orbital energy (hartree): -0.3494
ΔE to the lowest compared entry with this formula, charge and spin (kcal per mole): 28.0
Frontier orbital gap (eV): 10.294

=====

What is the formula in the first record?
H5N2OP

=====

Number 2 is which compound?
H5N3O

=====

What is the E_LUMO in the first record?
0.960 eV

=====

What is the highest occupied orbital energy in the second record?
-0.3494 hartree